[1]
130
Properties=species:S:1:pos:R:3 method="wB97M-V/def2-TZVPD" molar_mass_g_mol=1351.9 e_tot_ev=-199807.055 max_force_ev_per_a=9.59 gap_ev=8.848 total_charge=+3 e_homo_ev=-17.42
Hf -0.6748 0.3388 0.0189
N -2.4258 1.5505 -0.6877
S -3.8920 1.6914 -1.3805
O -4.0313 2.4276 -2.6312
O -5.0647 1.5668 -0.4596
F -3.7810 0.1771 -1.9954
S -2.5459 3.3080 -0.5873
O -3.5636 4.0401 0.1825
O -1.7306 4.0272 -1.5018
F -1.4320 3.0728 0.5020
O -0.3442 -2.0479 0.6536
S 0.2208 -3.3671 0.3899
O 0.9789 -3.4972 -0.7990
O 1.2208 -3.9752 1.6328
C 1.7256 -5.2853 1.5918
C 1.3343 -6.1391 2.8378
C -1.0865 -4.6329 0.4702
H 2.8007 -5.2356 1.4194
H 1.4839 -5.7663 0.6439
H 2.1106 -6.2733 3.5910
H 1.1152 -7.1398 2.4654
H 0.5594 -5.5415 3.3181
H -1.8869 -4.3710 -0.2219
H -1.4605 -4.6421 1.4939
H -0.7229 -5.5648 0.0373
O 0.8434 2.0853 0.1828
S 1.8428 3.1103 -0.2440
O 2.6018 2.8705 -1.4816
O 1.1377 4.5693 -0.2089
C 1.8148 5.6744 -0.7741
C 1.2451 6.9880 -0.4376
C 2.9891 3.3107 1.2123
H 1.7030 5.4726 -1.8394
H 2.8679 5.6021 -0.5025
H 1.4686 7.3677 0.5594
H 0.2246 7.1625 -0.7786
H 1.7443 7.7876 -0.9849
H 3.6585 2.4556 1.3055
H 2.3287 3.3179 2.0794
H 3.4084 4.3159 1.1673
O 1.5223 -0.6006 -0.7976
S 2.9639 -0.7965 -1.0341
O 3.3967 -0.8299 -2.4658
O 3.6645 0.4921 -0.3697
C 5.0081 0.8566 -0.5917
C 5.9606 0.7527 0.6341
C 3.8517 -2.1762 -0.0679
H 4.9700 1.9196 -0.8299
H 5.4390 0.3999 -1.4827
H 5.9744 -0.3187 0.8338
H 5.4869 1.1300 1.5404
H 7.0138 0.9867 0.4791
H 4.9081 -1.9223 0.0197
H 3.6625 -3.0171 -0.7351
H 3.3225 -2.4518 0.8443
O 0.9180 0.0104 1.8399
S 2.0392 -0.0163 2.7740
O 3.3372 -0.2269 2.1856
O 2.0526 1.2865 3.7576
C 3.2940 1.5857 4.4667
C 3.1123 2.4231 5.7582
C 1.7573 -1.3056 4.0644
H 3.9418 2.0150 3.7024
H 3.7834 0.6899 4.8491
H 2.6112 3.3623 5.5238
H 4.0640 2.6935 6.2156
H 2.5142 1.9267 6.5223
H 0.8161 -1.3950 4.6068
H 2.3453 -1.1355 4.9663
H 1.9661 -2.2287 3.5236
O -3.5146 -2.8709 1.6365
S -3.7252 -1.9490 0.5608
O -2.7407 -0.8574 0.5479
O -3.9491 -2.7658 -0.8179
C -5.0072 -3.7107 -1.0336
C -4.5018 -4.5023 -2.0835
C -5.4001 -1.3277 0.7882
H -6.0154 -3.4241 -1.3325
H -5.0645 -4.3264 -0.1360
H -3.7205 -5.2563 -1.9882
H -4.2712 -3.9699 -3.0062
H -5.3145 -5.1425 -2.4266
H -6.0003 -2.2342 0.8661
H -5.8354 -0.7792 -0.0471
H -5.5410 -0.7800 1.7200
O -0.0736 1.2065 -2.1441
S -0.0691 1.7311 -3.5702
O -1.3100 1.5577 -4.3695
O 0.3377 3.3634 -3.5061
C 0.7847 4.0967 -4.7271
C 0.0265 5.4668 -4.8557
C 1.4209 1.0688 -4.4805
H 0.5150 3.4843 -5.5876
H 1.8345 4.3375 -4.8945
H 0.6200 6.2526 -4.3884
H -0.9573 5.3864 -4.3933
H -0.1743 5.7351 -5.8928
H 1.3591 0.0099 -4.7316
H 2.2392 1.2481 -3.7831
H 1.5142 1.5613 -5.4484
O -1.4681 1.0251 2.0976
S -2.3766 1.5791 3.1257
O -2.9974 2.8847 3.0323
O -3.5725 0.3847 3.3901
C -4.7205 0.7437 4.0843
C -5.2292 -0.6084 4.6301
C -1.4152 1.5057 4.6649
H -5.3866 1.3529 3.4734
H -4.3467 1.3540 4.9065
H -4.4368 -1.2743 4.9718
H -5.8031 -1.2303 3.9431
H -5.7781 -0.4350 5.5557
H -1.9568 1.4055 5.6055
H -0.7420 2.3625 4.6377
H -0.7277 0.6939 4.4274
O -1.4166 -3.6635 -2.5988
S -1.1868 -2.2086 -2.8140
O -1.3240 -1.1167 -1.8099
O 0.3662 -2.0212 -3.4001
C 0.7914 -2.8749 -4.4906
C 2.1532 -3.4079 -4.1938
C -2.0863 -1.8391 -4.4569
H 0.7402 -2.3264 -5.4312
H 0.1873 -3.7805 -4.5455
H 2.8277 -2.6382 -3.8186
H 2.6768 -4.1067 -4.8463
H 2.1812 -4.1116 -3.3619
H -2.8316 -1.0565 -4.3146
H -2.6848 -2.7069 -4.7341
H -1.3862 -1.4160 -5.1773

=====

[2]
101
Properties=species:S:1:pos:R:3 method="wB97M-V/def2-TZVPD" molar_mass_g_mol=550.8 e_tot_ev=-49732.576 max_force_ev_per_a=9.94 gap_ev=8.931 total_charge=+1 e_homo_ev=-10.62
N 36.7250 7.9500 0.1150
H 36.4120 7.1660 -0.3450
H 36.4590 7.9450 1.1380
H 36.5020 8.7190 -0.4190
H 37.8010 7.9530 0.0980
C 35.2890 8.6430 -2.3710
O 36.4060 7.6720 -1.8900
C 37.1370 7.0760 -2.9930
C 38.1150 8.1960 -3.6540
N 39.0430 7.6930 -4.5120
C 39.8730 8.5140 -5.2910
C 40.6930 7.7640 -6.3900
O 41.6330 8.7270 -6.8110
C 42.7880 8.1150 -7.4810
H 35.7410 9.6310 -2.6880
H 34.6400 8.9880 -1.6400
H 34.8600 8.0110 -3.2140
H 36.3550 6.5850 -3.6930
H 37.7200 6.1610 -2.4150
H 38.6340 8.7220 -2.8490
H 37.4630 8.8710 -4.1430
H 38.5690 6.9660 -5.0810
H 40.5600 9.1000 -4.7400
H 39.2800 9.3480 -5.7650
H 40.2460 7.2690 -7.2450
H 41.3050 6.9260 -5.8840
H 43.2340 9.0380 -7.7620
H 42.3230 8.0170 -8.5860
H 43.2090 7.1990 -7.0730
C 38.9850 8.8040 4.3130
O 38.6390 9.4510 3.0530
C 39.4780 10.5850 2.6820
C 39.2670 10.6420 1.1440
N 37.8650 11.0460 0.8480
C 37.5280 11.1090 -0.5360
C 38.1980 12.2040 -1.4120
O 37.8860 12.0470 -2.7410
C 38.9200 11.6510 -3.5480
H 38.4630 7.9450 4.3290
H 38.7380 9.3980 5.1890
H 39.9250 8.4910 4.2700
H 40.4520 10.2480 3.0430
H 39.2340 11.4610 3.1340
H 39.5310 9.7500 0.6140
H 39.9830 11.3210 0.6820
H 37.6660 11.8980 1.4490
H 36.6020 11.2490 -0.7040
H 37.9100 10.4240 -1.0370
H 39.2770 12.1280 -1.1040
H 37.7550 13.0920 -1.0540
H 38.6000 11.3410 -4.5260
H 39.3010 10.8200 -3.2920
H 39.7090 12.2080 -3.6160
C 40.0570 5.7570 0.7120
O 38.6690 5.7750 0.0460
C 38.2830 4.4340 -0.1080
C 36.7310 4.4910 -0.4790
N 35.8020 4.8080 0.6080
C 34.3960 4.6630 0.2310
C 33.6120 5.0740 1.3380
O 32.3090 4.6110 1.1470
C 31.3570 4.9640 2.2320
H 40.6040 5.0350 0.2040
H 39.8900 5.4360 1.7960
H 40.4500 6.6110 0.8090
H 38.3930 3.9810 0.7650
H 38.7700 4.1070 -1.0880
H 36.6130 3.5890 -0.9340
H 36.5970 5.0640 -1.2540
H 35.8430 4.0440 1.2950
H 34.1330 3.6560 -0.2070
H 34.2110 5.4080 -0.5230
H 33.6480 6.2940 1.1920
H 34.1230 4.9700 2.1660
H 30.4260 4.3340 2.1910
H 31.0710 5.9100 2.0420
H 31.7130 4.7250 3.3170
C 34.9440 8.1880 3.8520
O 35.2520 9.1020 2.8580
C 35.9560 10.3330 3.4370
C 34.7570 11.4060 3.6050
N 35.4570 12.6140 4.1610
C 34.5200 13.7690 4.3730
C 33.4660 13.5490 5.4880
O 32.8270 14.7050 5.9050
C 31.8480 14.5680 6.9580
H 35.8450 7.8060 4.3840
H 34.4720 7.2290 3.3960
H 34.3450 8.7530 4.6080
H 36.6840 10.6130 2.5780
H 36.3040 9.9300 4.2410
H 34.1230 11.1520 4.4840
H 34.0980 11.6020 2.8760
H 35.9340 12.4370 5.0360
H 34.0630 13.8940 3.4690
H 35.1860 14.6200 4.5090
H 33.8880 13.1700 6.3640
H 32.6910 12.6780 5.1950
H 32.1540 14.0620 7.8910
H 30.9350 13.8780 6.4420
H 31.5760 15.5970 7.2130

=====

[3]
96
Properties=species:S:1:pos:R:3 method="wB97M-V/def2-TZVPD" molar_mass_g_mol=480.8 e_tot_ev=-42303.871 max_force_ev_per_a=3.33 s2=0.750 gap_ev="1.801 / 9.966" total_charge=-1 multiplicity=2 e_homo_ev="0.71 / -7.45"
C 2.0682 -15.0070 0.5439
C 3.4176 -14.5352 0.0479
C 4.5770 -15.4831 0.2606
O 3.3236 -14.2585 -1.3578
H 1.3029 -14.2310 0.5288
H 2.1443 -15.3369 1.5800
H 1.8634 -15.8861 -0.0672
H 3.5383 -13.5655 0.5308
H 4.5761 -15.9019 1.2669
H 5.5432 -15.0083 0.0902
H 4.5844 -16.3577 -0.3899
H 2.7436 -13.4936 -1.3513
C 2.0998 -16.9702 -4.9281
C 2.4914 -16.6901 -3.4739
C 2.3994 -17.8385 -2.5621
O 3.7432 -16.1891 -3.3862
H 1.0226 -17.1270 -4.9853
H 2.5994 -17.7838 -5.4540
H 2.3831 -16.0553 -5.4485
H 1.8315 -15.9090 -3.0966
H 1.3600 -18.0891 -2.3502
H 2.8251 -17.5435 -1.6030
H 2.8445 -18.7600 -2.9373
H 3.8228 -15.6475 -2.5975
C -0.2451 -17.8111 2.2743
C -1.0471 -17.0300 1.1886
C -1.2805 -17.8607 -0.0401
O -2.3036 -16.7282 1.7514
H 0.0940 -17.2564 3.1492
H 0.6092 -18.3422 1.8546
H -0.8373 -18.6242 2.6943
H -0.6080 -16.0745 0.9019
H -1.9743 -17.3352 -0.6963
H -1.7113 -18.8066 0.2883
H -0.3268 -18.0346 -0.5384
H -2.7309 -17.5573 1.9786
C 7.5176 -17.0229 1.1926
C 7.9193 -16.9826 2.6489
C 6.8364 -16.4269 3.5985
O 8.3198 -18.2192 3.1419
H 8.2831 -17.4124 0.5215
H 7.2879 -15.9941 0.9152
H 6.6055 -17.5980 1.0331
H 8.7687 -16.3166 2.8004
H 5.9824 -17.0878 3.7466
H 6.3484 -15.5117 3.2633
H 7.1227 -16.2732 4.6390
H 9.1000 -18.0072 3.6596
C -0.1407 -10.7255 -0.6176
C 0.8764 -11.2633 -1.6101
C 2.3271 -10.7726 -1.4984
O 1.0422 -12.6336 -1.4869
H -0.2048 -9.6433 -0.7309
H 0.1543 -10.9779 0.4009
H -1.1298 -11.1520 -0.7847
H 0.5033 -11.0562 -2.6131
H 2.3183 -9.7216 -1.7871
H 3.0803 -11.2315 -2.1389
H 2.6757 -10.8391 -0.4678
H 0.2068 -13.0616 -1.6881
C 7.5858 -16.9665 -4.1332
C 6.6605 -18.1232 -3.8986
C 6.3069 -18.3879 -2.3945
O 5.5000 -17.8466 -4.6111
H 7.9330 -16.9622 -5.1664
H 8.4205 -17.1828 -3.4665
H 7.1150 -16.0090 -3.9103
H 7.1098 -19.0226 -4.3199
H 5.6644 -17.6197 -1.9643
H 7.1858 -18.4770 -1.7559
H 5.7482 -19.3219 -2.3342
H 4.9224 -17.2924 -4.0812
C 2.2692 -11.6749 2.5226
C 1.6680 -11.2489 3.8557
C 0.8043 -12.3369 4.4390
O 2.6617 -10.9134 4.7645
H 3.0050 -12.4711 2.6358
H 2.8112 -10.8468 2.0660
H 1.5191 -11.9566 1.7837
H 1.0530 -10.3754 3.6390
H 0.3931 -12.9265 3.6196
H -0.0742 -11.8646 4.8787
H 1.3467 -12.9797 5.1324
H 3.0322 -11.7272 5.1139
C -4.1383 -13.5790 2.2152
C -2.9689 -13.3626 1.2665
C -1.6155 -13.3350 1.9716
O -2.8203 -14.4558 0.4126
H -4.4111 -12.7641 2.8857
H -3.9171 -14.4015 2.8953
H -5.0506 -13.7061 1.6323
H -3.0136 -12.4044 0.7488
H -1.3176 -14.2995 2.3828
H -1.5660 -12.6337 2.8046
H -0.7937 -13.0994 1.2954
H -2.7144 -15.2076 1.0001

=====

[4]
116
Properties=species:S:1:pos:R:3 method="wB97M-V/def2-TZVPD" molar_mass_g_mol=869.2 e_tot_ev=-87949.591 max_force_ev_per_a=2.47 gap_ev=7.279 e_homo_ev=-8.03
Rb 2.9039 3.1993 0.9410
P 0.4699 0.5491 0.3921
F 0.8957 1.9033 -0.4085
F 1.9927 -0.0255 0.2761
F 0.9203 1.3066 1.7579
F 0.1032 -0.7305 1.3088
F -1.0114 1.1689 0.4525
F 0.0269 -0.2514 -0.9395
C 1.8156 -5.3306 -2.4514
O 2.6689 -4.4618 -1.7800
C 2.7321 -3.1793 -2.3637
C 3.6726 -2.3200 -1.5498
N 3.5292 -0.8841 -1.8197
C 4.0198 -0.4681 -3.1475
C 3.2751 0.7719 -3.5698
O 1.9612 0.4548 -3.9604
C 1.2094 1.6078 -4.2142
H 0.8609 -4.8857 -2.7655
H 1.4832 -6.1460 -1.8039
H 2.2582 -5.8025 -3.3374
H 1.7536 -2.6796 -2.4205
H 3.0196 -3.2968 -3.4174
H 4.7333 -2.5462 -1.6835
H 3.4700 -2.4641 -0.4857
H 2.5465 -0.6328 -1.7491
H 3.9776 -1.2755 -3.8835
H 5.0807 -0.2160 -3.0527
H 3.8149 1.3098 -4.3627
H 3.2696 1.4757 -2.7260
H 1.1431 2.3207 -3.3829
H 0.1706 1.3379 -4.4098
H 1.5731 2.1568 -5.0892
C -3.6807 -0.5732 0.7007
O -4.8027 -0.4966 -0.1349
C -4.9752 0.8092 -0.6521
C -3.9555 1.2279 -1.7263
N -3.9229 0.2879 -2.8217
C -2.8019 0.5969 -3.7130
C -2.7333 -0.3922 -4.8860
O -2.0966 -1.6193 -4.5639
C -0.7170 -1.5026 -4.2849
H -3.5451 -1.6138 1.0034
H -3.7821 0.0278 1.6132
H -2.7015 -0.3717 0.2697
H -4.7759 1.5480 0.1391
H -6.0094 0.9088 -0.9749
H -3.0003 1.2975 -1.1783
H -4.1684 2.2399 -2.0776
H -3.7952 -0.6479 -2.4486
H -1.9005 0.4713 -3.0973
H -2.8751 1.6058 -4.1131
H -2.3341 0.0820 -5.7879
H -3.7631 -0.6879 -5.0915
H -0.1365 -1.1633 -5.1463
H -0.3666 -2.4933 -3.9902
H -0.5194 -0.8855 -3.4042
C -1.6311 4.2257 -1.7150
C -2.6217 5.3921 -1.8725
O -2.6783 6.0822 -0.6223
O -1.5913 3.4246 -2.8804
H -2.0746 3.6232 -0.9149
H -0.6893 4.5531 -1.2703
H -3.6138 5.0569 -2.1632
H -2.0993 6.0364 -2.5892
H -2.8573 7.0077 -0.8037
H -0.8008 3.6578 -3.3761
C 0.4673 -3.9450 0.4311
C -1.0027 -3.5893 0.6651
O -1.4125 -2.5596 -0.2272
O 0.8774 -4.9728 1.3266
H 1.1840 -3.1258 0.5353
H 0.5179 -4.2858 -0.6056
H -1.0799 -3.2028 1.6932
H -1.6796 -4.4308 0.5417
H -0.9559 -1.7579 0.0624
H 0.4954 -4.8309 2.1964
C -2.1795 -0.9933 4.2635
C -3.1201 -2.2137 4.1486
O -3.1966 -2.8893 5.4010
O -2.7593 0.0991 4.9944
H -1.8820 -0.6760 3.2649
H -1.2742 -1.3118 4.7873
H -2.7260 -2.8994 3.3975
H -4.1472 -1.9415 3.8912
H -2.9953 -2.3005 6.1287
H -2.8976 -0.2138 5.8931
C -2.1301 2.8307 2.8340
C -3.2208 3.5672 3.5873
O -2.6787 4.7456 4.1735
O -1.8873 3.4515 1.5628
H -2.4086 1.7951 2.6134
H -1.2216 2.8299 3.4414
H -3.5620 2.9163 4.3935
H -4.0599 3.7355 2.9040
H -2.5139 5.3355 3.4254
H -1.3656 2.8137 1.0694
C 3.1428 -1.1335 4.5463
C 1.8758 -0.3055 4.2587
O 1.2124 0.0482 5.4768
O 4.2000 -0.2293 4.9225
H 3.4589 -1.5647 3.5891
H 3.0691 -1.8980 5.3178
H 1.1734 -0.8514 3.6367
H 2.1868 0.6320 3.7854
H 1.8683 0.4511 6.0551
H 4.4759 -0.4372 5.8163
C 5.8289 0.5527 0.3767
C 5.0654 0.0182 1.5668
O 4.4767 1.0359 2.3863
O 4.9830 1.1474 -0.6266
H 6.2563 -0.3067 -0.1488
H 6.5105 1.3384 0.6997
H 5.7241 -0.6386 2.1436
H 4.2353 -0.6079 1.2172
H 4.4010 0.6563 3.2744
H 4.3467 0.4308 -0.8681